The following is a DFT calculation (the ωB97M-V functional and the def2-TZVPD basis) of a 2-piece molecular cluster, C4H9FN overall.

Total charge = +1
E_HOMO (alpha / beta) = -10.778 / -13.559 eV
Energy relative to the best compared isomer or geometry (same formula, charge and spin) = 508.63 kJ/mol
Gap between HOMO and LUMO (alpha / beta) = 0.19912 / 0.35272 Ha
DFT total energy = -8489.48560 eV

Element x y z (Å)
C1 2.97 -2.44 0.14
C2 1.92 -1.73 -0.43
C3 -2.09 1.23 -0.17
C4 1.53 -0.43 -0.22
N1 -1.32 2.42 0.28
F1 0.45 0.12 -0.74
H1 3.51 -3.38 -0.23
H2 3.38 -1.92 0.98
H3 1.27 -2.08 -1.26
H4 -2.20 0.48 0.65
H5 -2.60 1.16 -1.17
H6 2.20 0.25 0.30
H7 -1.56 2.67 1.19
H8 -1.67 3.20 -0.22
H9 -0.24 2.16 0.19